1.
150
Properties=species:S:1:pos:R:3:forces:R:3 method="wB97M-V/def2-TZVPD" orbital_gap_ev=5.96 total_charge=-1 total_energy_ha=-2931.5237 e_homo_ev=-4.16
C 9.8752 -6.3682 -14.0072 3.9 -1.1 -2.4
O 8.6760 -6.7525 -14.6892 -1.4 0.3 0.2
O 10.8716 -6.3441 -14.9844 -2.4 1.3 3.1
C 9.6156 -5.1024 -13.1028 -1.2 -1.1 -2.4
F 8.5336 -5.2268 -12.3048 -0.8 -0.9 1.1
F 10.5973 -4.7354 -12.3444 1.7 -0.1 1.3
F 9.2955 -4.0612 -13.8425 -0.2 1.7 -1.5
C 7.8082 -7.6932 -14.1138 -0.6 0.0 -0.3
C 6.6576 -7.9747 -15.1249 0.9 0.3 0.8
H 6.0361 -7.0825 -15.2009 -0.2 -0.1 -0.1
H 7.0889 -8.1885 -16.1028 0.1 0.1 0.0
H 6.0634 -8.8385 -14.8267 -0.1 0.1 0.1
H 7.4768 -7.2814 -13.1605 -0.6 -0.1 0.2
H 8.3115 -8.6302 -13.8751 0.4 -0.1 -0.2
H 10.1052 -7.1695 -13.3050 -0.2 -0.5 0.9
C 7.4096 -1.4960 -15.5428 -0.5 0.2 0.6
C 6.5556 -0.3390 -14.9828 0.2 -0.2 -1.1
O 6.3488 0.5692 -16.0810 0.1 0.0 0.1
H 7.5412 -2.2812 -14.7983 0.1 0.1 0.2
H 8.3938 -1.1477 -15.8561 -0.1 0.1 0.0
H 6.9282 -1.9826 -16.3911 -0.1 0.3 -0.1
H 7.0374 0.1870 -14.1586 0.3 -0.1 0.1
H 5.5683 -0.6530 -14.6441 0.0 -0.4 0.2
H 5.8880 1.3419 -15.7460 0.0 0.1 0.0
C 5.7380 -6.5789 -9.6048 0.4 -0.6 -0.7
C 6.4450 -5.2457 -9.8025 -0.6 -0.8 0.2
O 5.7808 -4.3799 -8.9068 0.2 1.1 0.2
H 5.9887 -7.3234 -10.3604 0.4 -0.2 0.0
H 4.6614 -6.4526 -9.7194 -0.1 0.2 0.2
H 5.9469 -6.9771 -8.6119 0.0 0.0 0.0
H 6.3574 -4.9012 -10.8329 0.2 0.1 -0.1
H 7.4999 -5.2726 -9.5297 -0.1 -0.1 0.0
H 4.9087 -4.2581 -9.2893 -0.2 0.2 0.2
C 9.9032 -0.9082 -12.7977 0.1 0.7 1.4
C 9.5440 -1.6055 -11.4628 -0.4 -1.1 -1.4
O 9.8589 -0.8800 -10.2979 0.3 0.6 0.0
H 9.5809 -1.4525 -13.6853 0.1 -0.2 0.3
H 10.9775 -0.7241 -12.7983 0.2 -0.3 -0.3
H 9.4847 0.0975 -12.8384 -0.4 0.0 0.0
H 10.0415 -2.5752 -11.4781 0.4 0.0 0.2
H 8.4908 -1.8850 -11.4376 -0.4 0.3 -0.2
H 9.3884 -1.3011 -9.5748 0.1 0.0 0.1
C 7.7096 -9.9746 -18.3541 -0.5 0.7 -0.3
C 8.8407 -9.0037 -18.7405 -0.1 -1.0 -0.3
O 9.9594 -9.7824 -19.1380 1.0 -0.3 0.6
H 6.8023 -9.4643 -18.0308 -0.1 0.3 0.0
H 7.9644 -10.6466 -17.5346 0.4 0.0 -0.1
H 7.4114 -10.5600 -19.2239 0.1 -0.2 -0.1
H 9.1258 -8.3624 -17.9065 0.2 -0.1 -0.1
H 8.6414 -8.3759 -19.6090 -0.8 0.3 0.2
H 9.8218 -10.2019 -19.9905 -0.3 0.1 0.0
C 10.1884 -10.4261 -11.4519 -0.4 0.2 0.0
C 8.7066 -9.9779 -11.4689 0.8 -1.3 -0.1
O 8.0866 -10.3817 -10.2613 0.4 0.3 0.3
H 10.3643 -11.4813 -11.2430 -0.6 -0.2 0.0
H 10.7107 -9.8927 -10.6578 0.1 0.2 -0.2
H 10.6540 -10.2436 -12.4204 0.1 0.4 0.0
H 8.1574 -10.4849 -12.2622 0.2 0.1 -0.5
H 8.6586 -8.9083 -11.6729 -0.1 0.2 0.3
H 7.1787 -10.6084 -10.4757 -0.3 0.2 0.3
C 13.3833 -4.2219 -12.8767 0.2 0.2 0.0
C 13.8367 -5.6542 -12.6230 -0.5 1.6 0.3
O 14.1556 -6.1976 -13.8502 0.5 -0.7 -1.0
H 13.0678 -3.7548 -11.9438 -0.2 0.0 0.1
H 12.5764 -4.2197 -13.6095 0.0 -0.1 0.1
H 14.1859 -3.5964 -13.2673 0.2 -0.1 -0.1
H 12.9827 -6.1378 -12.1489 0.1 -0.5 0.2
H 14.7219 -5.6302 -11.9874 0.0 -0.2 0.5
H 14.4998 -7.0837 -13.7166 -0.1 -0.1 -0.1
C 4.5226 -9.4941 -12.4641 -0.6 -0.3 -0.8
C 4.5844 -10.7723 -11.6272 -0.8 0.8 -1.8
O 5.3609 -10.4909 -10.5453 1.1 -0.4 2.3
H 3.9866 -9.6907 -13.3927 -0.2 0.2 -0.1
H 5.4846 -9.0712 -12.7536 0.3 -0.4 0.3
H 4.0134 -8.6897 -11.9333 -0.2 -0.1 0.1
H 5.0102 -11.6106 -12.1787 0.2 0.1 -0.1
H 3.5901 -11.0926 -11.3159 -0.3 0.0 -0.1
H 4.8218 -10.0198 -9.9057 0.3 0.1 0.2
C 1.7397 -7.0045 -15.1579 -0.2 0.7 0.3
C 2.6661 -6.1585 -16.0308 0.6 -1.7 -0.6
O 2.6500 -4.7874 -15.7383 -0.6 0.5 0.6
H 0.7911 -6.4730 -15.0820 -0.2 -0.2 0.0
H 2.0886 -7.1665 -14.1380 0.3 0.5 0.1
H 1.5990 -8.0245 -15.5154 0.0 0.3 -0.6
H 2.4252 -6.2948 -17.0850 -0.4 -0.1 -0.1
H 3.6716 -6.5698 -15.9416 0.3 0.1 0.1
H 3.1039 -4.2932 -16.4248 0.1 -0.1 0.0
C 3.9893 -11.5716 -17.7386 0.2 0.0 1.4
C 4.3045 -10.7411 -16.4332 -1.0 -0.9 -2.1
O 3.6669 -9.4847 -16.5860 0.0 0.4 0.6
H 4.3016 -12.6105 -17.6325 0.3 0.0 -0.1
H 4.4451 -11.1370 -18.6282 0.0 0.0 0.0
H 2.9053 -11.6201 -17.8422 0.0 0.2 -0.2
H 5.3802 -10.6626 -16.2754 0.0 0.1 0.2
H 3.7987 -11.2524 -15.6141 0.3 0.1 0.2
H 3.7544 -9.1935 -17.4966 0.2 0.0 -0.1
C 5.4286 -4.3853 -13.9534 0.6 0.0 0.8
C 4.4030 -5.1798 -13.1480 0.3 0.3 -0.7
O 3.1927 -4.4489 -13.0147 0.2 -0.4 0.4
H 6.4106 -4.8570 -13.9164 0.1 -0.3 -0.1
H 5.5861 -3.4044 -13.5051 -0.2 0.2 -0.1
H 5.1375 -4.2944 -14.9999 -0.1 0.1 0.1
H 4.7374 -5.4706 -12.1522 0.1 0.2 0.0
H 4.2532 -6.0879 -13.7320 -0.3 -0.5 0.2
H 2.8260 -4.4943 -13.9007 -0.4 0.4 -0.3
C 7.6547 -4.2575 -18.5142 -0.1 0.4 0.4
C 7.4671 -5.0515 -17.2314 0.9 -1.2 -0.6
O 8.5396 -6.0242 -17.1194 -1.4 1.4 -1.4
H 7.6136 -4.8498 -19.4283 -0.1 -0.2 0.2
H 8.6144 -3.7408 -18.5229 0.1 0.0 0.1
H 6.8799 -3.4925 -18.5654 -0.1 0.1 -0.1
H 6.5227 -5.5951 -17.2587 -0.4 -0.2 -0.2
H 7.3847 -4.4236 -16.3442 0.5 0.2 0.0
H 8.5927 -6.2673 -16.1923 0.6 -0.4 1.0
C 10.7416 -7.2512 -9.7508 -0.4 1.1 0.0
C 10.7401 -5.8525 -9.0919 0.5 -0.3 -1.0
O 11.1449 -5.8961 -7.7558 0.3 0.1 0.9
H 11.6684 -7.8054 -9.6021 0.1 0.3 0.2
H 10.6255 -7.0769 -10.8204 -0.2 -0.3 -0.1
H 9.9169 -7.8568 -9.3749 -0.1 -0.1 -0.1
H 9.8020 -5.3032 -9.1712 -0.5 -0.4 -0.2
H 11.4283 -5.1956 -9.6239 0.4 -0.1 0.1
H 10.5212 -6.4591 -7.2914 0.0 -0.1 0.2
C 11.1557 -6.7468 -20.7644 0.8 -0.2 -0.9
C 10.5374 -5.9106 -19.7063 0.0 0.1 0.7
O 10.9505 -6.2491 -18.4055 0.2 -0.2 -0.8
H 12.2317 -6.6440 -20.9046 0.2 0.2 0.4
H 10.7320 -6.3690 -21.6949 -0.2 -0.4 -0.4
H 10.9744 -7.8097 -20.6046 -0.3 0.0 -0.1
H 9.4668 -6.0565 -19.8494 -0.4 0.1 0.3
H 10.7288 -4.8508 -19.8747 0.1 0.3 -0.3
H 10.1399 -6.2305 -17.8916 -0.1 0.1 0.9
C 8.6311 -11.8548 -14.6159 -0.7 0.0 -0.8
C 8.6510 -13.0423 -15.6075 -0.2 1.6 -0.6
O 8.8721 -14.2168 -14.9002 0.1 -0.9 0.4
H 7.6775 -11.8527 -14.0879 0.0 -0.6 0.6
H 8.5526 -10.8594 -15.0531 0.7 0.0 -0.5
H 9.4892 -11.9264 -13.9476 -0.2 0.1 0.0
H 9.3729 -12.9185 -16.4147 0.5 -0.1 0.4
H 7.7176 -13.1603 -16.1578 -0.5 0.4 0.0
H 8.0714 -14.2681 -14.3731 0.1 -0.6 0.4
C 11.1713 -2.1086 -17.9023 -0.9 0.7 -0.7
C 11.1433 -2.9102 -16.6441 -0.7 -0.5 -0.5
O 12.4471 -3.2872 -16.3528 0.9 -0.4 0.9
H 11.5003 -1.0845 -17.7258 0.3 0.1 0.0
H 10.1667 -2.0259 -18.3170 -0.2 0.1 -0.1
H 11.7866 -2.5705 -18.6745 0.1 -0.1 0.2
H 10.5449 -3.8094 -16.7901 0.3 -0.4 0.0
H 10.6213 -2.3973 -15.8363 0.2 0.3 0.3
H 12.9172 -2.5250 -16.0068 0.1 0.0 0.1



2.
43
Properties=species:S:1:pos:R:3:forces:R:3 method="wB97M-V/def2-TZVPD" orbital_gap_ev="7.28 / 7.24" total_charge=-1 multiplicity=6 total_energy_ha=-2146.9010 e_homo_ev="-4.66 / -4.61"
Sm 0.4572 -1.9651 -0.4472 -3.3 2.0 -0.9
O 2.7014 -2.4728 -0.3979 0.4 0.1 -0.1
C 2.1880 -3.2925 0.4126 2.2 -1.4 1.1
O 1.2010 -3.9917 0.0721 0.3 -1.2 0.2
C 2.6021 -3.2511 1.8488 -0.2 0.1 0.3
C 3.8682 -3.6221 2.2656 0.1 -0.1 -0.1
C 4.2184 -3.5616 3.6046 0.1 0.0 0.0
C 3.2880 -3.1010 4.5271 0.2 -0.1 0.1
C 2.0406 -2.6827 4.1134 -0.1 0.0 -0.2
C 1.6658 -2.7301 2.7658 0.4 -0.3 0.0
S 0.1087 -2.1098 2.2973 -0.5 0.4 -0.2
H 4.5800 -3.9644 1.5239 0.0 0.0 0.0
H 5.2104 -3.8614 3.9164 0.0 0.0 0.0
H 3.5461 -3.0575 5.5782 0.0 0.0 0.0
H 1.3229 -2.2927 4.8185 0.0 0.0 0.1
C 0.5501 0.4001 -0.8450 0.2 0.2 -0.2
C 0.3325 1.5978 -0.8886 0.1 -0.1 0.0
C 0.1561 3.0066 -0.9057 0.0 0.2 0.0
C 0.6743 3.7693 -1.9531 0.0 0.0 0.0
C 0.5852 5.1466 -1.9270 0.0 0.1 0.0
C -0.0314 5.7841 -0.8635 0.0 0.1 0.1
C -0.5792 5.0328 0.1640 0.0 0.1 0.1
C -0.4907 3.6549 0.1478 0.0 0.0 0.0
H 1.1629 3.2702 -2.7768 0.0 -0.1 0.0
H 1.0069 5.7292 -2.7344 0.0 0.0 -0.1
H -0.0679 6.8633 -0.8253 -0.1 0.1 0.0
H -1.0704 5.5258 0.9911 0.0 0.0 0.1
H -0.8962 3.0629 0.9557 0.0 0.0 0.0
C -1.6952 -2.9344 -1.4050 -0.2 -0.2 -0.1
C -2.2495 -1.6184 -1.5562 -0.6 0.1 0.1
C -2.4320 -1.0234 -2.8316 0.3 -0.1 0.2
C -2.8575 0.2705 -2.9699 -0.1 0.1 0.1
C -3.1632 1.0499 -1.8434 0.4 -1.3 0.4
C -3.0376 0.4708 -0.5702 -0.2 0.5 -0.4
C -2.6037 -0.8217 -0.4284 0.5 -0.6 -0.2
C -3.5809 2.3735 -2.0155 -0.4 1.2 -0.1
N -3.9271 3.4593 -2.1884 0.0 0.0 0.0
H -1.7598 -3.5380 -2.3146 0.1 0.0 0.2
H -2.0643 -3.4739 -0.5171 0.3 0.1 -0.2
H -2.1873 -1.6085 -3.7105 0.0 0.0 0.0
H -2.9792 0.7086 -3.9513 0.0 0.0 -0.1
H -3.2933 1.0575 0.3007 0.0 0.1 0.1
H -2.4998 -1.2589 0.5650 -0.1 0.1 -0.1



3.
11
Properties=species:S:1:pos:R:3:forces:R:3 method="wB97M-V/def2-TZVPD" orbital_gap_ev=9.04 total_charge=0 total_energy_ha=-645.3484 e_homo_ev=-8.94
C 0.7467 -0.6499 -0.1361 2.4 -0.2 1.5
C 1.9016 0.0841 -0.1539 1.2 -1.5 1.1
C -1.0014 1.0490 -0.1249 -4.6 2.2 -0.8
H -2.6839 -0.8773 0.9468 2.6 -1.3 -2.7
H 0.8060 -1.7707 0.3398 -0.4 3.1 -1.6
H 2.9530 -0.5582 0.2890 -3.5 2.4 -1.6
H 1.9754 1.2067 -0.4117 0.0 -2.2 0.3
H -0.3177 1.8344 0.0204 1.7 0.6 0.3
N -0.6131 -0.1728 -0.4302 3.8 -2.8 0.9
O -2.1989 1.3743 -0.1266 1.5 -0.6 0.5
S -1.5676 -1.5195 -0.2124 -4.9 0.3 2.1



The calculation returns the following energy relative to the best compared isomer or geometry (same formula, charge and spin) values, one per record and in order: 104.0; 14.0; 102.5 kcal/mol.